Entry from the OMol25 dataset: C81H86Cl4F3N15NiO3 as an isolated structure at a distorted geometry (ωB97M-V with the def2-TZVPD basis set).

Positions of all 193 atoms, in Å:
C1 25.1254 -8.6742 0.2669
H1 31.7460 -4.9789 -8.2551
H2 19.0377 -11.0019 -7.2852
C2 29.6278 -8.9277 -17.3014
H3 30.1279 -8.3527 -19.2992
Cl1 22.1201 -5.4074 -6.0582
H4 29.8511 -12.3387 -5.8389
N1 24.3350 -5.3264 -10.0234
C3 26.9731 -11.0194 -4.3323
N2 24.8446 -16.7453 -14.4732
H5 31.9937 -12.3700 -17.4434
H6 22.0169 -12.8727 -1.4478
C4 29.4006 -6.9590 -10.3618
H7 28.5601 -15.8186 -9.1272
C5 32.5091 -11.0319 -15.8188
H8 26.0856 -5.6141 -3.6633
O1 25.1337 -9.2323 -8.3001
O2 26.2468 -7.7943 -9.7878
N3 26.5059 -5.6332 -7.5485
H9 31.2823 -5.6246 -16.3639
N4 30.8562 -6.9357 -17.8774
H10 22.4601 -11.5231 -8.8355
H11 25.6696 -3.6984 -7.5406
H12 21.8614 -7.5117 -12.7002
H13 32.6215 -6.5151 -9.6862
H14 25.6019 -7.5190 -12.4309
H15 20.0082 -11.7816 -11.3790
C6 24.6052 -15.1022 -12.6384
H16 23.3358 -13.3346 -13.1390
N5 26.6418 -5.7930 -11.9912
H17 20.6302 -4.7674 -10.4399
C7 24.3440 -10.1212 -1.5394
N6 31.1404 -11.2730 -13.7993
Cl2 33.1666 -9.5230 -5.2716
C8 25.1315 -9.8667 -0.4307
C9 23.3726 -9.0244 -13.0207
H18 24.4050 -6.6759 0.1456
H19 25.6047 -17.0347 -12.5907
H20 23.9847 -6.6433 -5.1783
H21 23.2383 -11.3250 -15.3379
H22 27.0765 -3.0160 -8.9443
F1 27.0745 -11.3146 -9.0715
H23 22.2836 -3.2231 -11.6483
C10 27.3356 -4.8351 -12.6640
H24 30.9640 -11.7067 -10.3292
C11 26.0934 -6.6525 -12.8481
C12 24.0730 -13.9640 -6.1126
Cl3 22.1076 -8.1460 -4.9891
H25 20.4203 -8.4056 -14.4448
H26 22.3724 -11.7328 -5.3979
H27 23.9252 -16.2460 -16.2509
C13 19.4919 -12.5565 -3.6377
C14 25.9511 -13.8134 -7.5563
C15 25.9757 -4.5451 -6.9441
C16 30.4893 -12.6662 -10.1867
H28 21.3199 -6.4698 -8.9782
H29 28.0822 -3.8946 -14.4538
N7 21.6622 -9.9660 -14.9714
H30 22.8958 -14.0876 -15.3470
C17 22.9444 -6.5295 -4.8735
H31 20.3201 -9.2669 -11.5849
C18 30.7706 -12.6961 -15.6976
C19 35.3324 -8.6803 -10.0889
H32 31.0523 -15.5074 -8.4855
C20 26.1894 -5.4931 -4.7315
C21 29.6547 -8.6124 -15.8653
H33 19.4922 -8.7333 -7.5427
H34 33.5941 -8.2869 -11.2437
H35 29.2858 -4.4304 -8.2535
C22 30.8782 -6.6062 -16.5630
C23 27.9814 -11.2724 -5.3494
F2 28.0770 -10.0673 -10.4486
C24 31.8648 -12.0861 -16.4093
H36 19.9406 -11.7587 -5.6696
H37 25.4626 -9.6845 -10.3398
H38 24.1468 -11.1161 -1.9106
C25 25.4166 -13.8689 -6.2588
N8 22.3363 -12.5687 -3.4664
C26 26.8785 -5.6506 -14.8663
C27 30.7631 -7.2685 -10.4355
C28 31.1072 -13.5921 -9.3503
C29 19.3653 -10.7012 -8.2694
H39 27.0175 -13.7134 -7.6947
C30 23.7681 -10.0973 -13.7064
C31 20.1155 -12.8118 -2.4572
H40 25.5671 -7.3521 -14.7591
H41 22.7827 -6.1774 -3.8547
Ni1 26.6823 -5.6820 -9.7454
C32 32.8376 -9.4212 -7.0506
C33 22.5812 -3.9180 -10.8770
H42 28.4856 -12.8457 -2.0038
C34 35.6441 -10.8851 -9.4460
C35 21.3929 -8.8589 -14.3225
C36 24.0031 -15.9674 -15.2104
C37 20.3711 -12.1455 -4.7578
C38 29.1570 -12.9243 -10.5199
H43 24.6225 -11.2397 -7.7101
N9 20.1758 -8.8553 -9.5662
H44 19.5884 -13.0214 -1.5381
H45 25.6021 -14.1034 -9.5715
C39 22.0396 -5.8426 -9.4832
C40 24.1656 -10.2894 -7.9862
H46 33.3845 -10.2105 -7.5663
C41 33.7916 -10.4153 -10.8464
C42 23.9183 -4.3261 -10.8082
C43 30.2346 -8.0817 -18.2592
C44 23.3971 -6.1285 -9.3904
C45 21.7445 -12.0482 -4.5777
C46 19.7435 -9.3289 -8.4078
C47 26.9052 -6.5571 -5.3066
C48 25.1210 -16.2796 -13.1926
N10 36.0493 -9.5729 -9.4198
C49 23.6744 -9.0087 -1.9880
H47 31.1753 -8.0990 -10.9893
C50 30.4719 -12.2073 -14.4301
H48 32.7373 -10.0016 -13.9831
H49 34.2051 -12.3779 -10.1849
H50 26.0185 -10.5692 -4.5613
C51 23.5114 -14.7536 -14.7606
H51 35.8060 -7.7100 -10.0648
C52 29.6832 -5.2991 -8.7574
H52 24.6207 -3.8023 -11.4396
C53 31.5450 -6.4296 -9.7015
C54 22.8901 -10.4938 -14.7427
H53 28.5075 -12.2310 -11.0337
C55 24.5258 -7.6206 -0.3636
Cl4 31.0992 -9.7044 -7.2747
C56 29.1233 -12.0079 -5.1128
C57 25.9983 -9.2008 -9.5230
H54 22.8903 -9.2287 -2.6973
H55 36.2941 -11.6370 -9.0233
C58 23.0956 -10.6784 -9.1014
H56 25.7508 -10.6725 -0.0653
C59 21.6871 -4.7481 -10.2183
C60 34.5273 -11.3480 -10.1423
H57 30.2170 -7.0084 -14.5162
C61 27.1831 -11.6451 -3.1376
N11 23.8244 -14.2296 -8.4887
C62 31.0376 -5.4937 -8.8872
C63 34.1433 -9.0720 -10.7454
N12 23.7134 -7.7750 -1.4868
H58 23.6639 -13.8139 -5.1244
C64 29.1664 -14.9720 -9.4139
H59 23.6376 -9.9524 -7.0941
H60 29.2250 -9.2885 -15.1410
H61 27.2720 -7.4326 -4.7914
C65 22.1543 -8.3652 -13.2937
C66 30.2123 -7.3242 -15.5490
H62 24.7379 -10.5527 -13.5707
H63 29.2631 -9.8910 -17.6263
C67 27.5666 -4.7385 -14.0196
C68 26.1473 -6.6320 -14.2013
H64 32.0310 -13.3432 -8.8494
O3 26.9368 -3.7347 -9.5913
C69 19.6623 -11.6217 -9.2765
H65 23.5962 -6.9118 -8.6740
C70 27.2749 -10.0682 -9.3407
N13 29.3303 -12.5701 -3.9149
N14 28.5140 -14.0634 -10.1449
N15 28.8139 -6.0054 -9.6098
H66 25.7022 -8.5300 1.1685
H67 26.0664 -13.8522 -5.3963
H68 32.9061 -10.6308 -11.4259
H69 27.8288 -10.9336 -6.3635
C71 27.0185 -6.5400 -6.6910
C72 23.7209 -14.3022 -13.4251
H70 26.3895 -11.5896 -2.4072
C73 21.5007 -12.7638 -2.3902
H71 22.5623 -9.7330 -9.2008
H72 23.5242 -10.8572 -10.0875
H73 30.1886 -13.4803 -16.1589
H74 33.1234 -8.4415 -7.4337
C74 25.1703 -14.1383 -8.5822
H75 25.2833 -3.6128 -5.1442
H76 24.6466 -14.7688 -11.6119
H77 22.1464 -14.2764 -7.2414
H78 27.4380 -7.4083 -7.1772
F3 28.1035 -9.6266 -8.3782
H79 28.7066 -7.4927 -10.9942
C75 25.7145 -4.5131 -5.5563
C76 32.1692 -10.7409 -14.5281
H80 23.8918 -8.6325 -12.1587
H81 29.5243 -12.5043 -14.0056
C77 20.0267 -11.1271 -10.5201
H82 27.0503 -5.5298 -15.9257
C78 20.2250 -9.7297 -10.6137
H83 18.4312 -12.7333 -3.7382
H84 27.8959 -4.2236 -11.9723
C79 30.4882 -14.7866 -9.0588
C80 23.2205 -14.1636 -7.2399
H85 33.2067 -10.4268 -16.3787
C81 28.3576 -12.3775 -2.9685
H86 19.4881 -12.6599 -9.0351

Values from the calculation:
Energy: -213164.4037 eV
HOMO-LUMO gap (spin up / spin down): 8.37 / 8.22 eV
Charge: 0
HOMO (spin up / spin down): -8.11 / -7.95 eV
2S+1: 3